[1]
Molecular formula: C12H20F12K2N2O12S4
Method: DFT, wB97M-V/def2-TZVPD

The geometry in XYZ format:
```
64
Properties=species:S:1:pos:R:3:forces:R:3:lowdin_charge:R:1
C 0.2604 -4.0406 -0.8949 -1.1 0.0 -1.1 -0.1036
H 0.1134 5.5652 1.3715 -0.6 0.0 -0.1 0.1316
H -0.1158 1.2087 4.8340 0.4 -0.1 -0.9 0.0918
H -4.8194 -5.4926 -2.3628 -0.1 -0.2 -0.2 0.0901
H -3.1991 -6.3103 -2.5113 0.1 0.3 -0.6 0.0815
F 0.3671 -1.0933 1.9438 0.9 -0.9 0.5 0.0517
F 1.3951 -2.8818 2.7914 -0.5 0.0 0.5 0.2209
H 0.5780 -3.1992 -1.5108 0.0 0.5 0.1 0.0737
C -3.9527 -5.8977 -1.8404 0.3 -0.4 0.6 -0.1242
H -3.4472 -3.2487 -2.2063 0.1 0.0 -0.3 0.1307
F -4.2811 1.3538 0.8594 0.2 -0.5 0.2 0.1407
C 0.1962 4.4793 1.4171 0.0 -0.9 2.5 -0.1187
F 0.9726 -0.6562 -3.2511 -0.9 -0.4 -1.8 0.1077
O -2.2267 1.4208 -4.1185 2.1 -1.6 1.7 -0.2891
F 3.9171 2.6390 -0.7786 -0.8 0.4 0.5 0.1053
C -1.9534 -3.0448 -0.6491 0.1 -1.1 0.3 -0.1541
H -0.9149 4.4704 3.4561 -0.9 -0.5 -0.8 0.1258
O -3.2687 2.3429 -1.6875 0.4 -1.9 0.6 -0.3166
C -0.3951 2.1999 4.4766 -0.1 0.5 0.0 -0.0749
K 0.6085 0.7262 0.0158 -0.4 0.3 -0.3 0.7725
F -2.9318 -0.3780 0.9599 0.1 0.1 0.6 0.1425
H -0.4886 3.9302 0.7708 0.0 0.3 -0.3 0.1300
H -1.6896 -2.0846 -1.0924 0.3 0.1 0.0 0.0874
H -4.1985 -6.7610 -1.2220 -0.5 0.2 0.1 0.0875
O 1.5640 4.1769 1.1640 0.2 -1.3 1.0 -0.2810
H -2.0535 -4.4709 -2.3084 0.2 0.8 -0.8 0.1044
F 5.3213 1.4737 -1.8410 -1.2 -1.0 0.7 0.1277
H -0.0356 2.8688 5.2585 0.4 0.4 -0.1 0.0839
H -1.4808 2.2584 4.5538 -0.1 0.0 -0.5 0.0926
O 0.0296 1.9769 -3.2075 -1.1 -1.3 0.4 -0.3464
C 4.1202 1.3867 -1.1936 1.9 0.4 -0.2 -0.6266
F -0.1166 -0.3401 -5.3160 0.9 -1.2 2.5 0.1195
C 2.1101 4.7708 0.0411 0.8 1.2 -1.5 -0.1198
O 4.4165 -1.1620 -0.2328 -1.0 3.7 0.7 -0.3161
F -2.1815 1.6808 1.1012 0.7 -0.2 0.3 0.0968
H 1.8996 5.8402 0.0346 -0.6 0.1 -0.3 0.1012
S -2.9361 0.9328 -1.4257 -4.7 1.3 1.2 0.5325
O 4.1329 -1.8450 2.4908 -2.3 2.6 -1.1 -0.2533
H 3.1984 4.7878 -0.0159 0.2 -0.5 1.0 0.0862
N -1.4654 0.5690 -1.5851 3.2 0.4 -3.4 -0.4243
O 2.6343 -0.2795 3.6383 0.0 1.2 -0.4 -0.3331
F 3.1915 1.0488 -2.0576 -0.4 -0.3 0.1 0.1630
C -3.0813 0.8681 0.5403 -0.7 0.4 -2.7 -0.6429
C -2.7287 -3.8828 -1.6868 0.6 -1.2 1.5 -0.1722
O -3.3965 -4.9402 -0.9800 -0.1 0.6 0.3 -0.1959
N 2.9820 0.4316 1.1367 -1.0 -1.7 2.8 -0.4640
C -0.1785 -0.5835 -3.9646 -2.8 1.5 0.9 -0.5152
C 1.4870 -1.9008 1.9523 0.6 1.4 -0.9 -0.6649
O -0.8209 -3.7005 -0.0024 0.8 0.2 -0.8 -0.1857
H 1.1733 -4.4678 -0.4800 -0.5 0.1 0.9 0.0872
S 3.0248 -0.8680 2.3799 0.8 -1.8 1.0 0.7249
H 0.7023 4.4749 3.5603 0.7 0.3 -0.3 0.1047
F -0.9697 -1.6630 -3.6841 1.6 1.0 -0.9 0.1060
H -2.6136 -2.9060 0.2070 -0.2 0.3 -0.2 0.1229
O 0.1101 2.5709 3.1543 -0.8 0.9 0.5 -0.2467
K 3.1894 2.6131 2.8173 -0.2 -0.1 0.1 0.8723
C -0.0678 4.0306 2.9298 1.5 -0.5 -0.1 -0.1326
H 1.8759 4.2793 -0.9032 -0.8 0.1 0.0 0.1017
H -0.1045 -4.7677 -1.6203 0.0 -0.3 0.0 0.0766
S 4.2788 0.2360 0.3178 3.8 -5.0 -3.7 0.5375
O -3.7893 -0.1129 -1.9780 0.3 1.1 0.9 -0.3017
S -1.0966 1.0308 -3.2585 0.8 1.3 -0.4 0.7296
O 5.4833 0.6831 0.9573 -0.3 1.2 0.4 -0.2866
F 1.6658 -2.3469 0.7352 -0.1 -0.2 -0.6 0.1479
```
Positions in Å, forces in eV/Å.

For the HOMO energy, the calculation gives -9.508 eV. The value obtained for the LUMO energy is -1.08 eV.

[2]
Molecular formula: C12H20N2S
Method: DFT, wB97M-V/def2-TZVPD

The geometry in XYZ format:
```
35
Properties=species:S:1:pos:R:3:forces:R:3:lowdin_charge:R:1
H -1.8431 -1.2577 -1.2785 0.3 2.3 0.0 0.1324
H 5.7491 -2.5123 -0.2348 -1.2 1.5 -1.8 0.0862
H -1.8729 -0.9801 1.2589 -1.5 -0.5 -0.4 0.1222
H 3.4452 2.6984 0.2645 -4.1 1.2 -2.5 0.0423
H 4.6035 -1.6749 1.7396 0.0 1.7 -2.6 0.1306
H 2.2757 2.7317 -1.9765 0.5 1.2 4.5 0.1992
C 2.2653 2.8438 -0.3952 -1.7 -1.9 -1.4 -0.1188
H -0.2660 -1.9284 0.1538 3.0 1.8 -2.0 0.1815
C -0.2916 0.1302 -0.5362 -0.9 -3.5 0.4 -0.3602
C -1.7315 -0.2097 -0.7748 -3.2 0.2 0.1 -0.1358
H 5.8331 -0.4810 1.1387 -0.1 -1.0 -0.7 0.0458
H -4.8124 0.1775 -1.4233 0.6 0.4 0.8 0.0780
S 4.0225 0.6537 0.5538 -1.7 -2.4 -0.6 0.8499
H -1.7253 1.2128 1.7797 -1.7 -0.1 -1.3 0.0951
H 4.0457 -2.3099 -1.0801 1.9 1.8 2.2 0.0991
C -2.7314 1.0265 1.1953 3.3 -0.1 -0.1 -0.0945
C -2.6107 -0.4875 0.5747 1.9 5.0 -0.1 -0.3458
H -5.2888 0.6614 0.3713 0.0 -0.3 -1.7 0.0898
C -4.0184 -0.9477 0.3482 0.6 -4.1 1.6 -0.3210
C 1.5292 1.3755 -0.4031 1.2 0.4 1.3 -0.3666
H -2.2705 0.7626 -1.2654 1.3 -2.8 0.5 0.1508
C 4.8909 -0.9690 0.7913 -1.0 0.6 1.0 -0.5776
C 4.9654 -1.6730 -0.5758 1.0 -2.7 -2.1 -0.2504
H 5.2700 -1.0191 -1.5922 -0.2 -1.5 3.3 0.1211
H -3.4501 1.2375 1.9761 -0.7 -0.3 -0.2 0.0480
H -4.4453 -1.1009 1.4258 0.6 -0.1 -1.9 0.1449
H -5.9682 -0.7459 -0.5875 1.3 0.6 0.8 0.0962
N 1.8028 -1.0598 -0.2444 1.4 0.1 1.6 0.0785
C 0.5209 -1.0158 -0.2943 -5.1 -2.1 0.9 -0.1274
C 2.3315 0.1435 -0.2056 0.5 4.5 0.3 -0.4277
H 1.3265 3.7066 0.0041 3.5 -2.6 -1.4 0.1319
N 0.1626 1.3289 -0.5297 3.2 1.8 -0.6 0.1462
H -3.9375 -1.9684 -0.1413 -0.3 0.7 0.6 0.1182
H -2.7638 1.7918 0.3453 -0.2 -1.0 1.4 0.0814
C -5.0124 -0.1414 -0.3827 -2.6 0.9 -0.1 -0.1438
```
Positions in Å, forces in eV/Å.

For the HOMO energy, the calculation gives -8.054 eV. The value obtained for the LUMO energy is 0.46 eV. As for the energy above the lowest of the compared OMol25 structures with the same formula, charge and spin: 218.90 kcal per mole.

[3]
Molecular formula: C12H20N3ORu
Method: DFT, wB97M-V/def2-TZVPD

The geometry in XYZ format:
```
37
Properties=species:S:1:pos:R:3:forces:R:3:lowdin_charge:R:1
H 1.8135 1.8091 5.7784 -0.1 0.2 -0.1 0.1018
N 0.8589 1.8518 3.1486 0.0 0.0 -0.5 0.0629
C 1.8566 3.4416 1.8963 -0.7 -1.1 -0.9 0.0876
C 0.1285 0.7739 3.7410 -0.1 0.0 0.6 -0.2431
C 1.1019 2.2139 1.8590 0.9 1.2 0.5 -0.3587
H -0.4217 2.1913 -2.8343 -0.5 -0.3 -0.1 0.0248
Ru 0.0512 0.0921 -0.1299 -1.7 0.8 -1.4 0.9606
N 1.4187 2.7907 3.9517 0.2 0.5 0.7 -0.0588
C 0.8418 -0.2553 4.3624 -0.1 0.1 -0.1 -0.0423
C -1.9460 -0.1182 4.5774 -0.3 0.0 0.0 -0.0629
H 3.5655 4.6296 4.4647 -0.6 0.0 -0.4 0.1071
H -0.6196 -2.1605 1.2391 0.1 -0.1 -0.4 0.0554
H -1.7747 1.7299 3.4333 0.1 -0.3 0.2 0.1362
C -1.2570 0.8744 3.8783 0.1 0.0 -0.2 -0.0210
H 0.2736 2.7143 5.7315 0.2 0.0 -0.2 0.1124
H -1.7972 -1.9595 5.7193 0.3 0.5 -0.3 0.1245
H -1.1079 -0.9185 2.1277 -0.1 0.0 -0.1 0.0316
H 3.0816 5.5221 3.0088 -0.1 -0.2 0.5 0.0980
H 0.4151 -1.3467 2.1498 0.2 0.0 -0.3 0.0434
H -3.0391 -0.0549 4.6800 0.6 0.0 -0.1 0.1236
H 0.6905 -2.0608 5.5415 -0.3 0.5 -0.3 0.1243
N -0.3590 -1.2139 1.4983 -1.1 -1.4 2.5 -0.0774
C 2.0124 3.7469 3.2058 -0.1 -0.1 1.2 -0.2577
C 0.1422 -1.2382 5.0600 0.1 -0.3 0.2 -0.0568
H -0.3601 0.4906 -2.0453 0.3 1.0 -1.3 -0.0624
C -1.2520 -1.1800 5.1634 0.0 -0.1 0.0 -0.0551
H 2.2114 3.9887 1.0346 -0.1 -0.1 0.2 0.1313
C 1.3119 2.6976 5.3787 0.2 0.3 0.8 0.0222
C 2.6907 4.9018 3.8352 0.7 1.1 -0.1 -0.0093
O 0.7290 1.5297 0.8793 0.7 2.1 0.9 -0.2264
H 2.0192 5.5585 4.4302 0.3 -0.6 -0.3 0.1069
H 1.8177 3.5809 5.7707 -0.1 -0.2 0.1 0.0953
H 1.0140 1.7287 -2.0391 0.0 -0.5 -0.2 0.0030
H 0.6369 -1.2049 -0.6109 1.5 -2.8 -1.5 -0.1053
H 0.5777 0.8998 -3.5850 -0.3 0.1 0.8 0.0473
C 0.1857 1.3112 -2.6303 0.4 0.1 -0.2 -0.1004
H 1.9354 -0.2595 4.3079 -0.4 -0.1 0.0 0.1375
```
Positions in Å, forces in eV/Å.

For the HOMO energy (spin up / spin down), the calculation gives -8.858 / -11.448 eV. The value obtained for the LUMO energy (spin up / spin down) is -2.71 / -3.50 eV. As for the spin multiplicity: 5. Its net charge is +1.

[4]
Molecular formula: C12H20N3OSr
Method: DFT, wB97M-V/def2-TZVPD

The geometry in XYZ format:
```
37
Properties=species:S:1:pos:R:3:forces:R:3:lowdin_charge:R:1
C -2.9498 0.5861 0.2140 1.0 0.6 -0.4 -0.1628
H -2.7729 -1.8535 2.6117 0.0 0.1 -0.2 0.0845
H 4.7507 1.7913 1.4383 0.1 0.0 0.0 0.0793
H -1.5086 1.0101 -4.4989 2.2 0.0 -1.0 -0.0606
C 1.3575 0.5857 -0.4923 1.1 0.2 0.6 -0.4106
H 3.4930 1.1551 -0.8538 0.8 0.2 -0.6 0.0800
H 0.4384 0.6416 -4.3184 0.1 0.9 0.3 -0.0825
H -1.4966 -3.4132 -1.6212 -0.1 0.1 0.2 0.0065
H 0.2597 1.3146 3.3174 0.1 -0.2 -0.2 0.1037
O 0.7892 0.3589 -1.6050 0.4 0.0 1.0 -0.1953
C 1.1877 0.7593 3.1471 0.0 0.0 0.0 -0.0129
C 2.7975 1.0891 1.2594 -0.5 -0.3 -2.7 -0.2866
N -1.3051 -2.5227 -1.1647 0.2 -0.3 0.2 -0.0449
H -0.4159 -2.6127 -0.6696 -0.2 0.0 0.0 0.0236
H -4.4308 -0.6856 1.1474 0.5 0.1 -0.1 0.0749
H -0.4259 0.1365 -5.8218 -0.2 0.8 0.8 -0.0503
H -2.0186 -2.3632 -0.4473 0.1 0.0 -0.2 0.0074
H 4.2987 0.6557 2.7057 0.1 -0.1 0.2 0.0820
H -1.2450 1.7851 -0.4451 -0.3 -0.4 0.2 0.1004
H -0.3416 -1.3155 2.4128 -0.4 0.0 -0.2 0.0835
H 1.9868 1.2321 3.7080 0.0 0.0 0.1 0.0746
Sr -1.2269 -0.4469 -2.8406 -1.2 -0.2 4.5 0.7085
C -0.5290 0.4110 -4.7411 -1.1 0.6 -3.7 -0.5298
C 3.9420 1.4826 2.0938 0.3 0.0 0.1 -0.0494
C -3.3664 -0.4258 1.0875 -1.6 -0.3 -0.1 -0.1861
H -1.1967 -1.9110 -4.3689 2.4 -1.7 -0.5 -0.0470
C -0.6836 0.2206 0.9448 2.4 0.6 -0.1 -0.2631
H -0.3886 -2.1209 -4.2643 -2.2 0.0 -0.4 0.0321
H -3.6648 1.1149 -0.4218 0.1 -0.1 0.3 0.0829
N 1.5821 0.7838 1.7598 0.4 0.4 0.6 -0.0826
C -1.6040 0.9412 0.1584 -1.2 0.6 -0.8 -0.1273
N 0.7245 0.4733 0.7514 -1.6 -0.5 -1.4 0.0383
C -1.0906 -0.7896 1.8157 -0.9 -1.0 0.7 -0.1172
C 2.7288 0.9758 -0.1546 -2.1 -0.2 2.0 0.0617
H 1.0728 -0.2666 3.5088 -0.1 0.1 0.1 0.0778
H 3.6938 2.3172 2.7447 0.0 0.1 0.2 0.0750
C -2.4418 -1.0942 1.9029 1.2 -0.2 0.5 -0.1678
```
Positions in Å, forces in eV/Å.

For the HOMO energy (spin up / spin down), the calculation gives -0.706 / 0.265 eV. The value obtained for the LUMO energy (spin up / spin down) is 2.53 / 2.50 eV. Its net charge is -1. As for the energy above the lowest of the compared OMol25 structures with the same formula, charge and spin: 15.98 kcal per mole.

[5]
Molecular formula: C12H20N4OPtS2SeSi
Method: DFT, wB97M-V/def2-TZVPD

The geometry in XYZ format:
```
42
Properties=species:S:1:pos:R:3:forces:R:3:lowdin_charge:R:1
N 2.9571 -2.2089 0.8945 -0.4 0.2 -0.5 -0.2052
H -0.3357 4.4695 1.4600 0.0 0.0 0.0 0.0416
C 2.5297 3.7443 -0.4331 -0.3 -0.1 -0.1 -0.2046
O 2.5716 -1.3471 0.0027 0.4 0.1 0.2 -0.2184
S -4.0075 -2.3110 -0.5988 0.3 0.1 0.0 1.1370
H 2.9559 3.2128 0.4184 0.0 0.0 0.0 0.0394
C 4.0750 -3.7612 2.9246 0.0 -0.1 0.2 -0.0647
C 4.6894 -3.6583 1.6245 -0.1 0.3 -0.4 -0.0540
C 2.3243 -2.2732 2.1860 -0.3 0.0 0.9 -0.6563
C -2.3356 -2.6796 -0.3114 0.0 0.1 0.0 -0.6780
H 5.6091 -4.1850 1.4143 0.0 0.0 0.0 0.1146
H -5.4916 0.2126 -0.6471 0.0 0.0 0.1 0.1113
H 2.3995 -3.0973 4.1193 0.0 0.0 0.0 0.1089
H -4.9774 -0.2295 -3.0700 0.0 0.0 0.0 0.0776
H 0.2730 4.1029 -2.9153 0.0 0.0 0.0 0.0377
H -4.1630 1.3732 -0.5759 0.0 0.0 0.1 0.1152
H -0.9105 -4.0430 0.1643 0.0 0.0 0.0 0.1100
C -0.1931 4.3132 -1.9517 0.2 -0.2 0.2 -0.2155
S 0.8533 -1.4026 2.4431 -0.3 0.4 -0.8 0.6238
H 4.5522 -2.7866 -0.3371 -0.1 0.0 0.0 0.1263
H -1.2121 3.0107 0.9840 0.0 0.0 0.0 0.0298
Pt 0.4511 -0.8580 0.1310 0.3 -1.0 0.8 0.6181
C 4.1422 -2.9106 0.6526 1.0 -0.5 0.0 -0.0460
H 3.0531 3.4212 -1.3338 0.0 0.0 0.0 0.0362
C 2.8998 -3.0525 3.1617 -0.1 0.2 -0.4 -0.1328
H 2.7231 4.8107 -0.2978 -0.1 0.0 0.0 0.0439
H -5.3093 1.4829 -2.7859 0.0 0.0 0.0 0.0796
H 4.5137 -4.3745 3.6954 0.0 0.0 0.0 0.1017
Se 0.5025 1.1017 -1.2398 0.1 0.3 -0.2 0.5091
N -1.5776 -1.6097 -0.3277 -0.2 0.7 0.1 -0.1859
H -3.6413 0.9264 -2.9844 0.0 0.0 0.0 0.0768
Si 0.6877 3.4308 -0.5551 -0.1 -0.3 0.4 0.3248
C -3.5408 -0.6211 -0.7231 0.3 -0.5 0.1 -0.5863
C -0.2186 3.4500 1.0858 0.2 0.1 -0.3 -0.2127
C -4.6171 0.6703 -2.5714 0.0 0.0 0.1 -0.0824
N -2.2796 -0.4496 -0.5560 -0.6 0.3 -0.2 -0.0415
H 0.3319 2.8766 1.8327 0.0 0.0 0.0 0.0369
H -1.2401 4.0125 -2.0091 0.0 0.0 0.0 0.0337
H -2.5022 -4.6933 -0.0099 0.0 0.0 0.0 0.1104
N -1.8702 -3.9205 -0.1131 0.0 0.0 0.0 0.1293
H -0.1613 5.3933 -1.7928 0.0 0.0 0.0 0.0439
C -4.5105 0.4576 -1.0546 -0.1 0.1 -0.3 -0.2332
```
Positions in Å, forces in eV/Å.

For the HOMO energy (spin up / spin down), the calculation gives -8.309 / -11.143 eV. The value obtained for the LUMO energy (spin up / spin down) is -2.18 / -5.43 eV. As for the spin multiplicity: 6. Its net charge is +1. As for the energy above the lowest of the compared OMol25 structures with the same formula, charge and spin: 0.00 kcal per mole.

[6]
Molecular formula: C12H20NO4P
Method: DFT, wB97M-V/def2-TZVPD

The geometry in XYZ format:
```
38
Properties=species:S:1:pos:R:3:forces:R:3:lowdin_charge:R:1
H 3.3307 0.4616 -1.2746 -0.2 0.1 0.0 0.1463
O 1.4715 0.1542 -0.5914 -0.8 -0.2 0.5 -0.1666
H 0.3084 -1.1255 3.2946 0.0 0.1 0.1 0.0711
C 1.9507 1.6419 -2.4249 0.1 -0.3 0.3 -0.0466
H -1.2926 -1.7847 2.9369 -0.1 0.0 0.1 0.0821
C 1.6929 -2.4290 1.3116 -0.3 0.1 -0.2 -0.0496
C -1.9458 0.6110 -0.6481 -0.4 0.0 -0.2 -0.2001
H 2.7553 2.1884 -2.9096 0.1 0.1 0.0 0.0838
H 3.1022 1.7627 0.8370 0.0 0.1 0.1 0.0769
C 2.7800 2.1841 -0.1105 0.0 -0.3 0.0 -0.0555
H 1.9811 -3.3224 1.8600 0.0 -0.1 0.1 0.0862
C -3.8842 -0.7783 -0.7759 0.1 0.1 0.0 -0.0502
H -0.9525 0.8326 -2.5491 0.1 0.1 0.0 0.1056
H -0.8230 1.9115 1.9865 0.0 0.1 0.0 0.0816
C -3.6140 -0.9396 -2.1260 -0.2 -0.1 0.1 -0.1543
H -4.7380 -1.2589 -0.3234 -0.1 0.0 0.0 0.1009
N -2.5852 -0.3693 -2.7306 0.0 -0.1 -0.5 0.0649
H -0.5612 2.2334 -0.5095 0.0 -0.2 0.0 0.1318
H 2.2240 -1.5711 1.7172 0.2 0.0 0.1 0.0761
H -3.1938 0.1719 1.0313 0.0 0.0 0.1 0.1196
P 0.4555 0.3273 0.6324 -0.1 -0.4 -0.7 0.5726
H 1.9054 2.8052 0.0736 0.0 0.2 0.0 0.0803
H 1.1135 2.3186 -2.2682 -0.1 0.1 0.0 0.0710
H -0.3513 -3.0533 1.0180 0.1 0.2 0.1 0.1467
O -1.5043 1.9561 1.2984 -0.3 0.1 0.4 -0.0321
O -0.2340 -1.1005 0.6241 0.1 0.6 -0.1 -0.1664
H 1.9628 -2.5473 0.2650 0.1 -0.1 -0.1 0.0838
C 2.4389 1.0772 -1.0939 0.6 0.5 -0.4 -0.4366
C 0.1960 -2.1985 1.4388 0.1 -0.7 0.4 -0.4271
C -0.2241 -1.9795 2.8860 0.0 0.0 -0.3 -0.0426
C -3.0303 0.0094 -0.0233 0.0 0.1 -0.1 -0.0150
H -4.2466 -1.5489 -2.7581 -0.1 -0.1 0.0 0.1012
H 3.5761 2.8020 -0.5183 0.0 0.1 -0.1 0.0880
H 0.0041 -2.8628 3.4765 0.0 -0.1 0.1 0.0834
C -0.9597 1.4238 0.1267 1.0 -0.2 -0.3 -0.3440
H 1.6321 0.8324 -3.0765 0.0 0.0 -0.1 0.0824
C -1.7775 0.3848 -2.0102 0.1 0.2 0.4 -0.1007
O 1.0372 0.7796 1.9076 -0.1 0.2 0.1 -0.2486
```
Positions in Å, forces in eV/Å.

As for the structure (SMILES): CC(C)OP(=O)(OC(C)C)[C@H](O)c1cccnc1. For the HOMO energy, the calculation gives -9.206 eV. The value obtained for the LUMO energy is 0.80 eV. As for the energy above the lowest of the compared OMol25 structures with the same formula, charge and spin: 0.00 kcal per mole.

Summary of max |F| in eV Å⁻¹
7.27, 5.63, 3.50, 4.65, 1.27, 1.03
(order as listed above)
Summary of energy in eV
-148914.1591, -26575.0236, -21857.9034, -20116.5872, -118907.3299, -31739.8201
(order as listed above)